(a)
Molecular formula: C27H22F2MoN5O8S2Se
Method: DFT, ωB97M-V with the def2-TZVPD basis set

Summary:
charge = -1
orbital gap (spin up / spin down) = 6.1 / 6.1 eV
multiplicity = 1
E_HOMO (spin up / spin down) = -5.225 / -5.227 eV

Last column: Löwdin charge in e.
CARTESIAN COORDINATES (ANGSTROEM)
Mo  1.140  0.356  -2.677  1.603
C  2.542  3.536  -1.108  -0.075
O  1.674  2.498  -0.690  -0.141
C  2.045  1.826  0.423  -0.236
C  2.801  2.427  1.421  -0.025
C  3.177  1.705  2.541  -0.092
C  2.804  0.372  2.659  -0.096
C  2.038  -0.217  1.670  -0.018
C  1.626  0.503  0.556  -0.172
N  0.844  -0.121  -0.462  -0.043
N  0.215  -1.115  -0.003  0.102
C  -0.577  -1.945  -0.716  -0.176
C  -0.858  -1.859  -2.095  -0.314
O  -0.356  -0.966  -2.898  -0.229
C  -1.809  -2.758  -2.663  0.025
C  -2.406  -3.712  -1.918  0.003
C  -2.090  -3.888  -0.537  -0.160
C  -2.680  -4.919  0.217  -0.042
C  -2.352  -5.103  1.535  -0.097
C  -1.408  -4.251  2.130  -0.085
C  -0.827  -3.235  1.412  -0.026
C  -1.164  -3.015  0.063  -0.080
H  2.349  4.454  -0.547  0.097
H  3.587  3.238  -0.997  0.107
H  2.333  3.704  -2.159  0.068
H  3.099  3.463  1.313  0.107
H  3.782  2.179  3.304  0.100
H  3.138  -0.221  3.499  0.101
H  1.785  -1.267  1.722  0.110
H  -2.022  -2.628  -3.716  0.125
H  -3.131  -4.380  -2.368  0.115
H  -3.398  -5.569  -0.269  0.107
H  -2.808  -5.899  2.110  0.094
H  -1.130  -4.399  3.167  0.097
H  -0.108  -2.580  1.883  0.091
O  3.495  -1.528  -0.801  -0.480
Se  2.615  -1.855  -2.114  0.844
O  3.352  -1.722  -3.546  -0.479
O  2.662  0.984  -2.951  -0.420
O  1.671  -3.155  -1.990  -0.455
F  -0.713  0.829  -5.070  -0.009
C  0.600  0.794  -4.713  -0.432
F  1.143  -0.354  -5.274  -0.039
H  1.096  1.644  -5.186  0.099
N  0.341  0.731  5.090  0.096
C  -0.463  0.803  3.947  -0.331
C  -1.343  -0.228  3.631  -0.033
C  -2.147  -0.145  2.505  -0.059
C  -2.081  0.971  1.693  -0.285
C  -1.224  2.019  2.011  -0.053
C  -0.418  1.935  3.129  -0.036
S  -3.017  1.039  0.194  0.573
O  -3.833  -0.142  0.141  -0.305
O  -3.670  2.332  0.149  -0.394
N  -1.868  0.929  -0.917  -0.094
C  -1.407  1.981  -1.544  -0.643
S  -2.115  3.605  -1.546  1.059
C  -0.857  4.164  -2.596  -0.399
C  -0.017  3.169  -2.893  -0.299
N  -0.293  1.945  -2.307  -0.123
H  0.527  -0.213  5.393  0.082
H  1.199  1.254  5.006  0.072
H  -1.388  -1.110  4.260  0.109
H  -2.815  -0.953  2.239  0.110
H  -1.180  2.892  1.371  0.109
H  0.265  2.741  3.370  0.111
H  -0.817  5.181  -2.951  0.061
H  0.846  3.252  -3.536  0.095

***

(b)
Molecular formula: C27H22F2MoN5O8S2Se
Method: DFT, ωB97M-V with the def2-TZVPD basis set

Summary:
charge = -1
orbital gap = 6.5 eV
multiplicity = 1
E_HOMO = -5.077 eV

Last column: Löwdin charge in e.
CARTESIAN COORDINATES (ANGSTROEM)
Mo  -0.417  -0.456  -0.322  1.622
C  2.594  1.703  -0.107  -0.056
O  1.204  1.491  -0.384  -0.166
C  0.357  2.541  -0.206  -0.245
C  0.679  3.706  0.471  -0.008
C  -0.279  4.705  0.601  -0.080
C  -1.546  4.556  0.062  -0.088
C  -1.868  3.391  -0.622  -0.011
C  -0.923  2.395  -0.749  -0.186
N  -1.179  1.158  -1.421  -0.088
N  -1.704  1.300  -2.548  0.130
C  -1.779  0.204  -3.377  -0.143
C  -0.908  -0.887  -3.255  -0.341
O  -0.109  -1.050  -2.245  -0.222
C  -0.873  -1.855  -4.309  0.007
C  -1.697  -1.757  -5.376  -0.022
C  -2.613  -0.670  -5.517  -0.174
C  -3.471  -0.569  -6.629  -0.047
C  -4.328  0.493  -6.760  -0.098
C  -4.349  1.492  -5.772  -0.088
C  -3.529  1.412  -4.676  -0.026
C  -2.639  0.329  -4.523  -0.101
H  2.920  2.634  -0.576  0.100
H  3.119  0.857  -0.534  0.084
H  2.780  1.710  0.964  0.083
H  1.658  3.825  0.911  0.110
H  -0.028  5.606  1.145  0.102
H  -2.288  5.333  0.186  0.098
H  -2.852  3.230  -1.042  0.115
H  -0.176  -2.675  -4.192  0.120
H  -1.675  -2.514  -6.152  0.112
H  -3.441  -1.349  -7.381  0.107
H  -4.985  0.564  -7.616  0.095
H  -5.026  2.331  -5.874  0.098
H  -3.553  2.178  -3.914  0.101
O  -1.702  0.536  4.059  -0.563
Se  -0.441  -0.186  3.380  1.127
O  1.893  -2.750  3.568  0.004
O  -0.806  0.176  1.255  -0.626
O  -0.657  -1.791  3.373  -0.545
F  -3.336  -0.719  -0.132  -0.066
C  -2.242  -1.529  -0.422  -0.431
F  -2.391  -2.628  0.409  -0.057
H  -2.429  -1.904  -1.439  0.091
N  1.858  0.019  7.486  0.091
C  2.332  -0.252  6.198  -0.327
C  3.269  0.588  5.594  -0.044
C  3.735  0.300  4.324  -0.059
C  3.291  -0.820  3.635  -0.218
C  2.369  -1.675  4.241  -0.352
C  1.901  -1.386  5.518  0.005
S  3.828  -1.084  1.967  0.580
O  4.568  0.110  1.620  -0.337
O  4.543  -2.339  1.906  -0.369
N  2.477  -1.101  1.123  -0.121
C  1.968  -2.225  0.637  -0.677
S  2.738  -3.796  0.551  1.065
C  1.341  -4.436  -0.252  -0.403
C  0.403  -3.491  -0.394  -0.257
N  0.744  -2.239  0.087  -0.129
H  1.885  0.996  7.730  0.081
H  0.949  -0.375  7.673  0.086
H  3.617  1.472  6.116  0.104
H  4.437  0.958  3.832  0.107
H  0.914  -2.635  3.497  0.061
H  1.169  -2.053  5.959  0.131
H  1.276  -5.472  -0.535  0.055
H  -0.574  -3.627  -0.827  0.097

***

Top of the stability list: (b), leading by 275.6 kJ/mol.

***

(a)
Molecular formula: CH4Br2Si
Method: DFT, ωB97M-V with the def2-TZVPD basis set

Summary:
orbital gap = 8.0 eV
multiplicity = 1
E_HOMO = -9.470 eV

Last column: Löwdin charge in e.
CARTESIAN COORDINATES (ANGSTROEM)
C  -2.160  -0.331  0.948  -1.040
Si  1.311  0.279  -0.158  0.551
Br  -2.163  1.042  -0.275  0.542
Br  -2.122  -2.045  0.078  0.484
H  0.305  0.164  0.919  -0.153
H  2.095  -0.841  -0.320  -0.166
H  1.974  1.552  0.320  -0.100
H  0.759  0.181  -1.512  -0.118

***

(b)
Molecular formula: CH4Br2Si
Method: DFT, ωB97M-V with the def2-TZVPD basis set

Summary:
orbital gap = 10.6 eV
multiplicity = 1
E_HOMO = -10.286 eV

Last column: Löwdin charge in e.
CARTESIAN COORDINATES (ANGSTROEM)
C  1.078  0.362  -0.410  -0.832
Si  -0.694  0.057  0.219  0.155
Br  1.503  -1.162  -1.542  0.540
Br  -1.273  1.586  1.818  0.178
H  1.853  0.215  0.305  -0.018
H  1.074  1.384  -0.911  0.049
H  -0.658  -0.977  1.111  -0.121
H  -1.949  0.281  -1.262  0.049

***

(c)
Molecular formula: CH4Br2Si
Method: DFT, ωB97M-V with the def2-TZVPD basis set

Summary:
SMILES = BrC[SiH2]Br
orbital gap = 10.6 eV
multiplicity = 1
E_HOMO = -10.150 eV

Last column: Löwdin charge in e.
CARTESIAN COORDINATES (ANGSTROEM)
Br  -2.388  -0.065  0.008  0.494
C  -0.539  -0.770  -0.074  -0.800
Si  0.664  0.686  0.100  0.090
Br  2.716  -0.111  -0.103  0.269
H  -0.633  -1.318  0.898  0.010
H  -0.647  -1.302  -1.039  0.012
H  0.312  1.201  1.402  -0.063
H  0.514  1.678  -1.192  -0.012

***

Top of the stability list: (c), leading by 110.7 kJ/mol.

***

(a)
Molecular formula: C2H3O3S
Method: DFT, ωB97M-V with the def2-TZVPD basis set

Summary:
charge = -1
orbital gap (spin up / spin down) = 8.0 / 8.0 eV
multiplicity = 1
E_HOMO (spin up / spin down) = -3.887 / -3.886 eV

Last column: Löwdin charge in e.
CARTESIAN COORDINATES (ANGSTROEM)
C  -0.300  0.865  -1.534  -0.203
C  0.382  -0.099  -0.945  -0.119
O  0.831  0.429  2.403  -0.412
O  0.742  -1.887  1.563  -0.449
O  -1.370  -0.613  1.606  -0.419
S  0.094  -0.547  1.587  0.511
H  -0.484  1.142  -2.647  0.038
H  -1.037  1.520  -0.878  0.063
H  1.141  -0.811  -1.155  -0.009

***

(b)
Molecular formula: C2H3O3S
Method: DFT, ωB97M-V with the def2-TZVPD basis set

Summary:
charge = -1
orbital gap = 6.3 eV
multiplicity = 1
E_HOMO = -2.598 eV

Last column: Löwdin charge in e.
CARTESIAN COORDINATES (ANGSTROEM)
C  -0.955  1.530  0.256  -0.497
C  0.728  -0.303  0.197  -0.706
O  -1.932  0.851  0.382  0.022
O  -0.463  2.647  0.067  -0.003
O  0.458  -1.461  0.965  -0.282
S  1.182  -0.878  -1.481  0.543
H  1.614  0.177  0.562  -0.010
H  -0.541  -1.814  0.947  0.127
H  -0.092  -0.748  -1.896  -0.194

***

(c)
Molecular formula: C2H3O3S
Method: DFT, ωB97M-V with the def2-TZVPD basis set

Summary:
charge = -1
orbital gap (spin up / spin down) = 6.1 / 6.1 eV
multiplicity = 1
E_HOMO (spin up / spin down) = -3.088 / -3.087 eV

Last column: Löwdin charge in e.
CARTESIAN COORDINATES (ANGSTROEM)
C  -0.918  0.956  -1.642  0.003
C  -0.695  1.593  -2.613  -0.018
O  1.538  -1.202  0.770  -0.486
O  -0.778  -0.639  1.090  -0.499
O  0.465  -2.749  4.271  -0.568
S  0.250  -1.614  1.326  0.855
H  -0.983  0.517  -0.662  -0.013
H  1.312  -2.969  4.499  -0.260
H  -0.676  2.070  -3.537  -0.013

***

Top of the stability list: (b), leading by 102.7 kJ/mol.

***

(a)
Molecular formula: C2H3O3S
Method: DFT, ωB97M-V with the def2-TZVPD basis set

Summary:
SMILES = O=CC=[S@H](=O)[O-]
charge = -1
orbital gap = 7.3 eV
multiplicity = 1
E_HOMO = -3.664 eV

Last column: Löwdin charge in e.
CARTESIAN COORDINATES (ANGSTROEM)
O  2.684  -0.028  0.199  -0.139
C  1.510  0.025  -0.185  -0.536
C  0.410  0.292  0.633  -0.252
S  -1.257  0.057  -0.099  0.622
O  -2.168  1.182  -0.151  -0.429
O  -1.820  -1.169  0.504  -0.485
H  1.255  -0.197  -1.323  0.102
H  0.447  0.346  1.747  0.072
H  -1.061  -0.508  -1.324  0.044

***

(b)
Molecular formula: C2H3O3S
Method: DFT, ωB97M-V with the def2-TZVPD basis set

Summary:
charge = -1
orbital gap = 7.7 eV
multiplicity = 1
E_HOMO = -3.788 eV

Last column: Löwdin charge in e.
CARTESIAN COORDINATES (ANGSTROEM)
C  -2.500  0.087  0.381  -0.045
C  -0.100  -0.180  0.011  -0.254
O  2.613  1.002  -0.508  -0.583
O  2.295  -1.308  -0.120  -0.572
O  -1.317  0.554  0.233  -0.268
S  2.076  0.014  0.472  0.644
H  -3.075  1.055  0.468  -0.014
H  -0.237  -1.263  0.105  0.038
H  0.246  0.038  -1.042  0.054

***

(c)
Molecular formula: C2H3O3S
Method: DFT, ωB97M-V with the def2-TZVPD basis set

Summary:
SMILES = O=[S@@]1([O-])=COC1
charge = -1
orbital gap = 7.1 eV
multiplicity = 1
E_HOMO = -2.956 eV

Last column: Löwdin charge in e.
CARTESIAN COORDINATES (ANGSTROEM)
O  -0.217  -0.846  -1.889  -0.433
S  0.452  -0.585  -0.603  0.593
O  1.262  -1.663  -0.145  -0.402
C  1.058  1.086  -0.133  -0.228
O  -0.237  1.191  0.771  -0.337
C  -0.767  -0.070  0.739  -0.369
H  0.946  1.696  -0.985  -0.040
H  -0.562  -0.846  1.631  0.106
H  -1.935  0.038  0.616  0.110

***

Top of the stability list: (a), leading by 213.4 kJ/mol.

***

(a)
Molecular formula: C2H3O3S
Method: DFT, ωB97M-V with the def2-TZVPD basis set

Summary:
SMILES = O=CC=[S@H](=O)[O-]
charge = -1
orbital gap = 8.0 eV
multiplicity = 1
E_HOMO = -4.094 eV

Last column: Löwdin charge in e.
CARTESIAN COORDINATES (ANGSTROEM)
O  -2.609  0.104  0.430  -0.109
C  -1.472  0.460  0.199  -0.521
C  -0.419  -0.448  0.207  -0.312
S  1.224  0.003  -0.112  0.548
O  2.186  -0.866  0.593  -0.470
O  1.526  1.418  -0.271  -0.432
H  -1.398  1.430  -0.380  0.111
H  -0.568  -1.652  0.709  0.159
H  1.532  -0.449  -1.376  0.026

***

(b)
Molecular formula: C2H3O3S
Method: DFT, ωB97M-V with the def2-TZVPD basis set

Summary:
SMILES = O=CC=[S@H](=O)[O-]
charge = -1
orbital gap = 7.7 eV
multiplicity = 1
E_HOMO = -4.049 eV

Last column: Löwdin charge in e.
CARTESIAN COORDINATES (ANGSTROEM)
O  -2.698  0.074  0.275  -0.089
C  -1.529  0.297  0.066  -0.553
C  -0.361  -0.290  0.478  -0.306
S  1.232  -0.035  -0.207  0.538
O  2.150  -0.927  0.451  -0.448
O  1.531  1.411  -0.208  -0.452
H  -1.375  1.340  -0.296  0.101
H  -0.201  -1.440  1.103  0.140
H  1.251  -0.430  -1.661  0.068

***

(c)
Molecular formula: C2H3O3S
Method: DFT, ωB97M-V with the def2-TZVPD basis set

Summary:
charge = -1
orbital gap = 7.0 eV
multiplicity = 1
E_HOMO = -2.922 eV

Last column: Löwdin charge in e.
CARTESIAN COORDINATES (ANGSTROEM)
C  -0.491  0.245  0.152  -0.194
C  0.783  0.460  -0.529  -0.402
O  2.324  1.030  1.647  -0.585
O  3.336  1.464  -0.594  -0.602
O  -0.406  1.073  -1.031  -0.121
S  2.152  1.616  0.309  0.611
H  -0.906  -0.703  0.065  0.056
H  -0.915  0.640  1.118  0.118
H  1.282  -0.260  -1.267  0.118

***

Top of the stability list: (a), leading by 14.4 kJ/mol.

***

(a)
Molecular formula: C3H9O2P
Method: DFT, ωB97M-V with the def2-TZVPD basis set

Summary:
SMILES = CCC(O)(O)P
orbital gap = 10.2 eV
multiplicity = 1
E_HOMO = -9.459 eV

Last column: Löwdin charge in e.
CARTESIAN COORDINATES (ANGSTROEM)
C  -1.079  0.852  -1.231  -0.086
C  0.075  -0.182  -0.923  -0.196
C  0.484  -0.135  0.621  -0.766
O  -0.581  -0.466  1.482  -0.044
O  0.988  1.228  0.919  -0.082
P  2.077  -1.218  0.923  0.868
H  -0.686  1.815  -1.224  0.022
H  -1.861  0.897  -0.355  0.113
H  -1.619  0.595  -2.208  0.097
H  0.925  -0.115  -1.503  0.067
H  -0.359  -1.153  -1.053  0.097
H  -0.864  0.204  2.073  0.082
H  0.575  1.655  0.180  0.034
H  2.203  -0.723  2.226  -0.120
H  1.337  -2.241  1.683  -0.086

***

(b)
Molecular formula: C3H9O2P
Method: DFT, ωB97M-V with the def2-TZVPD basis set

Summary:
SMILES = CCC(=O)O.P
orbital gap = 10.4 eV
multiplicity = 1
E_HOMO = -9.656 eV

Last column: Löwdin charge in e.
CARTESIAN COORDINATES (ANGSTROEM)
C  -2.872  0.237  0.591  -0.068
C  -1.384  0.550  0.206  -0.144
C  -0.511  -0.546  -0.286  -0.548
O  -0.550  -1.740  -0.150  0.108
O  0.542  0.045  -0.966  0.036
H  -2.948  0.062  1.651  0.058
H  -3.262  -0.655  0.112  0.067
H  -3.526  1.126  0.301  0.092
H  -0.697  0.760  1.074  0.151
H  -1.276  1.216  -0.644  0.114
H  0.955  -0.750  -1.335  0.106
P  4.380  -0.038  -0.234  0.600
H  3.531  1.110  -0.584  -0.150
H  3.809  -0.227  1.032  -0.192
H  3.810  -1.150  -0.769  -0.229

***

Top of the stability list: (b), leading by 63.2 kJ/mol.